C10H10O3S | ωB97M-V/def2-TZVPD

The geometry in ORCA input format:
```
! wB97M-V def2-TZVPD RIJCOSX def2/J DEFGRID3
* xyz 0 1
C -2.9153 1.2487 -0.0408
C -2.2265 1.6647 1.1131
C -2.3255 0.7057 -1.1361
C -0.8322 1.6084 1.0087
C -0.9242 0.6673 -1.2419
C -0.1875 1.0565 -0.1072
C 1.2609 1.0685 -0.3537
C 2.4526 -0.7396 0.8068
C 0.8084 -2.1780 0.1092
C 1.9534 -0.2615 -0.5400
O 3.5704 2.2295 -0.6886
O 1.4875 -1.5988 1.2414
O 1.0953 -1.2921 -0.9313
S 2.1309 2.4630 -0.2663
H -3.9493 1.1174 0.0534
H -2.6726 1.7778 2.0098
H -2.9298 0.3824 -2.0228
H -0.2725 1.8150 1.8739
H -0.3947 0.3242 -2.1318
H 3.4345 -1.2858 0.7171
H 2.5269 0.1376 1.4230
H 1.1024 -3.2022 -0.2382
H -0.2251 -2.1557 0.4876
H 2.6378 -0.2043 -1.3940
*
```

Properties
Kohn-Sham gap ... 8.52 eV

natural (NBO) atomic charge list, values in e, 2 entries: -0.199 -0.196

C6H10O | ωB97M-V/def2-TZVPD

The geometry in ORCA input format:
```
! wB97M-V def2-TZVPD RIJCOSX def2/J DEFGRID3
* xyz 0 1
C -0.8685 0.3788 0.7629
C 2.0901 -1.1335 0.1991
C -0.7421 1.8773 0.7315
C 1.2377 -0.1683 -0.6060
C -0.7961 -0.3709 -0.3931
C -1.3496 -1.0047 -1.3980
O 1.7194 0.5000 -1.4894
H -0.5501 -0.1211 1.6745
H -2.3189 0.0304 0.7190
H 3.0872 -1.2410 -0.2397
H 2.1774 -0.7603 1.2239
H 1.5741 -2.0961 0.2398
H 0.3179 2.1433 0.7627
H -1.2604 2.3128 1.5878
H -1.1550 2.2838 -0.1922
H -0.7362 -1.5138 -2.1329
H -2.4270 -1.1168 -1.4497
*
```

Properties
Kohn-Sham gap ... 8.55 eV

natural (NBO) atomic charge list, values in e, 2 entries: -0.361 -0.747

C23H20IMoN5O2SbSe4 | ωB97M-V/def2-TZVPD

The geometry in ORCA input format:
```
! wB97M-V def2-TZVPD RIJCOSX def2/J DEFGRID3
* xyz 1 3
Mo -0.3342 0.3325 -0.3576
C -0.6293 -1.6375 2.6774
C 0.4330 -0.5935 2.6260
C 1.4699 -0.6605 3.5430
C 2.5054 0.2671 3.5095
C 2.4123 1.3171 2.6237
C 1.3239 1.3749 1.7451
N 0.3937 0.3774 1.6815
C 1.0814 2.4855 0.8533
C 1.7804 3.6911 0.9448
C 1.4008 4.7605 0.1634
C 0.3003 4.6128 -0.6744
C -0.3320 3.3827 -0.7666
N 0.0715 2.3038 -0.0465
C -1.5182 3.1985 -1.5966
C -1.7836 4.0401 -2.6746
C -2.9933 3.9052 -3.3355
C -3.8808 2.9503 -2.8811
C -3.5212 2.0919 -1.8383
C -4.4833 1.0369 -1.4223
N -2.3373 2.1963 -1.2247
H -0.5387 -2.2184 3.5921
H -0.5357 -2.3248 1.8311
H -1.6276 -1.1909 2.6572
H 1.4760 -1.4623 4.2624
H 3.3539 0.1706 4.1692
H 3.1879 2.0630 2.5721
H 2.5976 3.7809 1.6402
H 1.9282 5.6985 0.2218
H -0.0669 5.4522 -1.2407
H -1.0458 4.7552 -3.0035
H -3.2470 4.5462 -4.1656
H -4.8586 2.8483 -3.3205
H -5.4881 1.2716 -1.7563
H -4.4861 0.9088 -0.3418
H -4.1997 0.0859 -1.8808
O 1.8054 0.4658 -0.5440
N 2.4992 -0.6112 -0.5666
N 1.8206 -1.6692 -0.4509
O 0.5176 -1.5817 -0.2926
C 2.4335 -2.9373 -0.4285
C 3.8243 -3.0315 -0.3958
C 4.4071 -4.2832 -0.3680
C 3.6228 -5.4278 -0.3679
C 2.2418 -5.3228 -0.4063
C 1.6390 -4.0776 -0.4369
H 4.4297 -2.1403 -0.3928
H 5.4815 -4.3631 -0.3520
H 4.0890 -6.4001 -0.3387
H 1.6217 -6.2038 -0.4257
H 0.5628 -3.9909 -0.4829
I -0.1752 0.2805 -3.0937
Se -4.0609 -3.3572 2.5014
Sb -3.8456 -3.0374 0.0783
Se -2.6193 -4.9266 -0.8699
Se -5.8999 -2.3489 -1.0511
Se -2.2017 -0.8557 -0.1033
*
```

Properties
Expectation value of S² ... 2.14
Kohn-Sham gap (alpha / beta) ... 5.12 / 5.11 eV

natural (NBO) atomic charge list, values in e, 2 entries: 0.775 -0.673

C8H11N | ωB97M-V/def2-TZVPD

The geometry in ORCA input format:
```
! wB97M-V def2-TZVPD RIJCOSX def2/J DEFGRID3
* xyz 0 1
C -1.1413 -0.7415 -0.2559
C -0.0674 1.1196 0.9066
C 0.1342 -1.0788 -0.5537
C -0.6932 2.1882 0.9586
C 1.1734 0.5154 0.7547
C -2.5437 -0.6343 -0.5834
C 0.4203 -2.3071 -1.3646
C 2.3968 1.2344 1.2383
N 1.3005 -0.5585 0.0049
H -1.7338 2.1495 1.1006
H -0.3427 3.1591 0.6477
H -2.9433 -1.6334 -0.7467
H -2.5724 -0.1129 -1.4839
H -3.1272 0.0650 0.1541
H -0.5074 -2.8693 -1.6946
H 1.0295 -2.9810 -0.7559
H 1.0608 -1.9588 -2.2078
H 3.0799 1.5474 0.4013
H 3.0975 0.6615 1.9193
H 1.9795 2.2356 1.5604
*
```

Properties
Kohn-Sham gap ... 7.47 eV

natural (NBO) atomic charge list, values in e, 2 entries: 0.180 -0.003

C4H7NO | ωB97M-V/def2-TZVPD

The geometry in ORCA input format:
```
! wB97M-V def2-TZVPD RIJCOSX def2/J DEFGRID3
* xyz 0 1
C 0.5823 0.3677 -0.6325
C -0.6179 0.0627 -0.1318
N -1.5712 -0.5578 -0.9449
C 1.6103 0.8032 -1.2964
C -0.7698 0.1391 1.3030
O 0.8825 -0.2152 1.6890
H 1.3748 -1.0257 1.9104
H -1.1757 -0.9802 -1.7778
H -2.1830 -1.1940 -0.4462
H 2.6212 0.5290 -1.0216
H 1.4721 1.4958 -2.1213
H -0.7560 1.1400 1.7191
H -1.4696 -0.5645 1.7513
*
```

Properties
Kohn-Sham gap ... 8.35 eV
Structure (SMILES) ... C=C=C(N)CO

natural (NBO) atomic charge list, values in e, 2 entries: 0.126 -0.022

C4H12N2O | ωB97M-V/def2-TZVPD

The geometry in ORCA input format:
```
! wB97M-V def2-TZVPD RIJCOSX def2/J DEFGRID3
* xyz 0 1
C -0.1576 -0.1889 0.6983
C 0.2635 -1.6890 0.5394
C 1.6027 -1.8947 -0.2176
O 2.5700 -2.2465 0.8225
N -0.6615 0.5766 -0.4897
C -1.5082 1.7234 -0.1049
N -1.7056 2.8234 -1.1155
H -1.0394 -0.1835 1.4400
H 0.6376 0.4549 1.0780
H -0.5639 -1.9558 -0.2024
H 0.4200 -2.2359 1.4408
H 1.9408 -0.9925 -0.7800
H 1.7442 -2.8013 -0.9048
H 3.4399 -2.4039 0.2557
H -0.1449 0.6811 -1.3919
H -2.4512 1.2928 0.1507
H -1.0936 2.1631 0.8075
H -2.3624 3.4116 -0.6898
H -0.9304 3.4652 -1.3364
*
```

Properties
Kohn-Sham gap ... 9.15 eV
Structure (SMILES) ... NCNCCCO

natural (NBO) atomic charge list, values in e, 2 entries: -0.203 -0.453

| no. | strongest force on any atom (eV/Å) |
| --- | --- |
| 1 | 5.32 |
| 2 | 7.34 |
| 3 | 3.09 |
| 4 | 6.58 |
| 5 | 3.68 |
| 6 | 4.57 |